# 1
Formula: H12O6
Source: the OMol25 dataset
Level of theory: wB97M-V/def2-TZVPD

```
18
Properties=species:S:1:pos:R:3
O 2.353 1.619 1.539
H -1.010 -0.346 2.173
O 1.033 -1.985 -2.803
H -0.724 -0.775 -0.126
H 1.307 -2.097 -1.893
H -0.205 0.583 0.296
H -0.140 3.350 -0.334
H 0.819 2.602 -1.235
H -1.388 -2.669 -1.755
O -1.445 -0.216 3.015
O 0.284 2.499 -0.448
O -0.359 -0.303 0.623
O -1.959 -2.015 -1.351
H 1.664 1.905 0.939
H -2.559 -2.523 -0.806
H 1.741 -2.373 -3.316
H 2.116 2.009 2.380
H -1.528 0.734 3.099
```

As for the expectation value of S²: 0.756. The charge is +1. As for the highest occupied orbital energy (alpha / beta): -0.5358 / -0.5358 hartree. The value obtained for the total energy is -12469.195 eV. As for the energy above the lowest of the compared OMol25 structures with the same formula, charge and spin: 97.5 kJ/mol. Its spin multiplicity is 2.


# 2
Formula: H12O6
Source: the OMol25 dataset
Level of theory: wB97M-V/def2-TZVPD

```
18
Properties=species:S:1:pos:R:3
H -13.070 22.295 3.976
H -12.739 19.956 3.926
H -13.554 23.711 -1.225
H -12.919 20.269 5.396
H -12.537 24.869 1.884
H -11.530 22.310 5.427
H -13.043 24.211 0.109
O -12.801 23.662 -0.637
O -13.023 23.203 3.679
H -12.740 23.144 2.767
O -12.614 20.650 4.572
H -13.731 25.362 2.673
O -11.274 23.025 6.009
H -11.122 23.768 5.424
O -13.238 25.521 1.868
H -10.531 24.878 1.597
H -11.134 23.724 0.825
O -11.056 24.085 1.708
```

As for the expectation value of S²: 0.758. The charge is +1. As for the highest occupied orbital energy (alpha / beta): -0.5521 / -0.5491 hartree. The value obtained for the total energy is -12469.006 eV. As for the energy above the lowest of the compared OMol25 structures with the same formula, charge and spin: 115.8 kJ/mol. Its spin multiplicity is 2.


# 3
Formula: H12O8V
Source: the OMol25 dataset
Level of theory: wB97M-V/def2-TZVPD

```
21
Properties=species:S:1:pos:R:3
H 3.083 11.537 11.540
O 2.002 11.319 9.512
O 5.069 9.802 10.136
H 5.385 8.562 14.346
H 2.725 10.697 9.399
H 6.184 12.392 12.516
H 6.808 11.889 11.187
O 6.995 9.044 11.596
H 5.128 10.071 14.531
H 9.862 9.905 8.901
H 1.685 11.514 8.625
O 4.719 7.584 11.837
O 9.094 10.127 9.436
H 3.480 11.243 12.991
H 3.796 7.321 11.741
H 5.263 6.788 11.818
O 5.305 9.395 13.868
V 5.514 9.587 11.639
H 9.443 10.209 10.329
O 6.261 11.627 11.941
O 3.483 10.857 12.109
```

The charge is +1. As for the highest occupied orbital energy: -0.5069 hartree. The value obtained for the total energy is -42257.385 eV. As for the energy above the lowest of the compared OMol25 structures with the same formula, charge and spin: 0.0 kJ/mol.


# 4
Formula: H13O6
Source: the OMol25 dataset
Level of theory: wB97M-V/def2-TZVPD

```
19
Properties=species:S:1:pos:R:3
O -0.350 1.913 -0.386
H -0.294 -0.384 2.866
H -1.007 2.489 0.002
H -0.173 0.706 -3.144
H 1.044 -0.725 -1.252
H 0.287 0.122 1.474
H 0.163 1.466 0.340
O -0.588 -1.010 2.167
O -1.944 -0.628 -0.115
O 1.174 -1.269 -0.508
H 1.372 -2.163 -0.822
O -0.087 0.089 -2.442
H -0.167 0.678 -1.628
H -1.024 -0.818 1.345
H -1.305 -1.027 -0.773
H 2.418 1.379 0.883
H 1.680 0.023 0.731
O 1.724 0.870 1.274
H -2.422 -1.465 0.047
```

As for the expectation value of S²: 0.753. The charge is 0. As for the highest occupied orbital energy (alpha / beta): -0.2115 / -0.4139 hartree. The value obtained for the total energy is -12491.772 eV. As for the energy above the lowest of the compared OMol25 structures with the same formula, charge and spin: 163.3 kJ/mol. Its spin multiplicity is 2.